{
  "formula": "C73H138F30N12O21S10",
  "method": "ωB97M-V with the def2-TZVPD basis set",
  "symbols": ["F", "H", "C", "C", "O", "C", "C", "H", "C", "H", "C", "H", "C", "F", "H", "N", "H", "F", "H", "H", "H", "O", "H", "H", "H", "H", "H", "H", "H", "H", "H", "C", "H", "C", "H", "O", "H", "H", "C", "H", "C", "H", "O", "H", "C", "H", "H", "C", "F", "F", "F", "H", "O", "O", "C", "C", "H", "H", "H", "N", "H", "H", "F", "H", "O", "H", "C", "H", "F", "C", "O", "H", "F", "C", "H", "C", "H", "O", "F", "O", "C", "H", "H", "C", "H", "H", "N", "C", "H", "C", "H", "H", "H", "H", "C", "H", "O", "O", "H", "H", "H", "H", "H", "F", "C", "C", "F", "O", "H", "S", "C", "H", "H", "F", "S", "C", "H", "F", "F", "H", "H", "C", "C", "C", "H", "S", "C", "H", "C", "H", "C", "H", "H", "H", "C", "H", "C", "H", "C", "H", "C", "F", "H", "S", "O", "H", "C", "H", "N", "H", "H", "H", "H", "H", "C", "H", "C", "N", "H", "F", "N", "F", "C", "H", "H", "C", "H", "H", "F", "C", "F", "N", "F", "C", "H", "H", "H", "C", "F", "F", "C", "O", "H", "N", "H", "H", "H", "H", "H", "H", "H", "H", "C", "H", "H", "H", "O", "S", "H", "F", "C", "S", "H", "C", "H", "C", "F", "H", "H", "H", "H", "H", "F", "C", "C", "N", "H", "N", "H", "H", "C", "S", "H", "C", "H", "H", "F", "C", "H", "C", "F", "H", "C", "O", "C", "H", "H", "O", "N", "N", "H", "O", "C", "C", "C", "C", "C", "F", "C", "H", "H", "H", "S", "H", "C", "H", "H", "H", "C", "H", "C", "H", "S", "C", "H", "C", "H", "H", "F", "H", "S", "H", "H", "H", "C", "H", "H", "H", "C", "C", "O", "H", "O", "H"],
  "positions_angstrom": [[2.85, -2.46, 0.95], [6.55, -2.60, 1.67], [-5.62, -3.20, 0.74], [1.85, 4.56, -7.55], [4.76, 0.22, 4.53], [8.58, 0.08, 3.79], [-2.55, -0.78, 6.64], [2.40, 6.48, 0.13], [-6.77, -4.15, 0.40], [2.21, 5.48, -5.22], [-0.90, 3.12, -5.19], [-12.28, -0.59, 1.09], [2.54, 6.49, 2.72], [-1.78, -5.94, 4.89], [0.51, -3.63, 8.88], [2.88, 2.26, 4.07], [-5.99, -1.88, -0.85], [-4.95, 4.78, 0.46], [5.05, -1.55, 0.30], [7.03, -3.02, 3.94], [5.32, 0.55, 1.28], [0.60, -7.32, 3.38], [0.04, -0.88, 0.71], [1.44, 1.65, -5.68], [-7.15, -1.07, 1.79], [-7.41, -0.30, 0.23], [6.38, -1.36, -0.80], [-7.94, -2.38, -1.68], [1.72, 3.38, -1.81], [-4.74, -3.60, 0.24], [2.42, 1.18, -2.52], [7.93, -1.13, 4.54], [0.39, -0.79, 7.69], [5.58, -0.82, -0.30], [-8.87, -4.29, 0.43], [-7.06, 0.40, -1.95], [4.10, 4.80, -5.49], [-5.44, -2.96, 1.79], [1.73, -6.89, -1.60], [-6.49, -5.11, 0.84], [0.17, 2.23, 3.72], [-2.87, 2.71, -4.44], [-0.42, -0.13, -5.22], [-2.85, -0.96, -0.08], [-5.89, -1.83, 0.23], [-1.87, 1.41, -0.25], [9.54, -0.26, 3.39], [0.93, 0.10, -1.61], [3.11, 7.76, -3.55], [-0.84, 1.48, 3.27], [3.90, -2.75, -3.06], [0.86, -4.74, 5.84], [2.06, 1.05, 2.08], [2.50, -3.26, -5.99], [-2.02, -1.17, 0.61], [0.26, -2.84, 6.84], [-3.13, -6.98, -4.27], [-2.30, -0.50, 1.43], [-0.83, 3.17, -1.57], [0.07, 6.94, -3.72], [0.22, -7.82, -2.67], [3.64, 7.78, 0.44], [1.46, -2.00, 2.52], [4.17, -0.66, -1.99], [0.46, -1.32, -7.16], [-3.61, -0.54, 6.74], [-1.46, -3.18, 8.60], [2.93, 4.42, -7.60], [0.31, 3.39, 3.05], [1.83, 2.34, -6.44], [-6.73, 2.65, -0.18], [-5.08, -1.20, 0.58], [2.59, -4.41, -3.43], [2.23, 8.26, -2.66], [8.50, -2.68, 3.17], [-5.12, -0.01, -3.74], [6.64, 0.86, 3.24], [0.55, -4.30, 0.34], [-2.59, -7.39, 3.43], [0.10, 7.45, -1.06], [1.70, 6.46, 5.19], [-9.60, -0.41, 0.86], [-4.91, -5.79, -2.81], [-2.25, -2.59, 1.24], [-4.42, -2.56, 5.46], [5.71, -1.28, 2.66], [-0.52, 0.19, -1.06], [6.65, -1.73, 2.33], [1.31, 4.11, -8.39], [2.18, 4.40, -5.09], [-3.42, -3.10, 8.21], [-1.43, 1.07, -2.92], [3.83, 2.57, -7.32], [6.60, 1.04, 0.24], [4.61, 3.85, 0.50], [-1.41, -5.78, -5.86], [2.65, -1.00, -4.94], [2.39, -5.49, 1.45], [5.21, 0.77, -1.77], [4.38, 2.79, 0.40], [-1.74, -3.73, -3.72], [1.98, 2.36, -0.47], [-11.93, -1.21, 2.73], [-3.99, 0.62, -4.10], [-1.93, 7.85, -5.36], [3.97, 2.57, -5.18], [-4.83, -1.24, -3.27], [-0.60, -2.11, 4.66], [-1.76, -3.68, 9.52], [-0.24, -6.31, 2.71], [-3.21, -7.00, -2.10], [-2.29, -0.06, 5.87], [1.30, 1.99, -7.32], [1.74, 9.43, -3.16], [-0.14, -1.43, -5.83], [4.67, -0.03, -1.26], [-9.30, -1.55, 2.22], [-0.02, 2.44, 5.05], [5.66, 3.43, 4.53], [4.10, 6.20, -0.30], [0.02, -4.65, -2.89], [1.25, -3.75, 6.06], [3.43, 6.71, 0.40], [1.29, 2.53, -1.30], [-1.46, -2.95, 1.89], [1.89, 1.23, 3.54], [1.06, -1.58, 7.35], [-11.38, -2.29, -0.01], [-3.37, -4.42, -2.44], [-3.23, -2.13, 4.41], [-1.91, -6.20, 3.58], [-2.79, 4.22, -5.60], [-3.81, -7.90, -2.04], [1.75, -1.78, 8.18], [-0.20, -3.67, 8.05], [3.95, 0.56, -0.70], [-0.11, 4.04, -6.09], [9.13, -1.36, 1.51], [-0.67, -1.05, -0.10], [3.55, 1.08, -6.69], [-2.34, 3.57, -4.85], [-2.05, 6.67, -6.01], [-1.25, -2.17, 8.95], [-1.27, 7.60, -3.52], [3.41, 1.02, 6.49], [-10.90, -3.14, 1.53], [-12.08, -1.48, 1.68], [1.32, -6.71, -3.58], [1.42, 3.82, -6.26], [1.50, -3.29, 5.10], [-2.67, -4.24, 7.22], [-0.40, 2.88, -4.25], [-2.58, 0.03, -1.94], [-0.25, -6.86, -5.10], [-1.56, 0.20, -2.29], [1.27, -7.10, -0.64], [5.96, 4.03, 1.05], [0.33, -2.48, -4.79], [-0.25, -4.76, 7.94], [2.88, 8.52, -1.53], [-8.46, -2.18, 0.46], [-1.11, 8.63, -6.04], [2.27, -2.93, 2.05], [8.30, -1.57, -0.07], [2.45, 4.31, 1.00], [-2.44, -4.56, -3.71], [3.46, 3.92, 2.38], [-0.45, -2.01, -0.57], [1.85, -2.58, -2.36], [6.14, 5.57, 1.30], [3.22, -3.17, 2.94], [0.44, -4.68, 2.84], [-4.26, 4.27, -1.53], [-10.97, -2.19, 1.00], [2.57, -7.54, -1.84], [0.83, -0.63, -2.41], [3.55, 5.73, 4.54], [-4.33, 3.86, -0.24], [-5.90, -0.06, -4.83], [-2.37, -1.18, -7.18], [-0.14, 2.71, -0.86], [1.54, 5.74, -1.92], [-0.18, 5.10, -5.86], [-4.75, 1.35, -1.47], [1.52, 5.59, -7.44], [5.24, 7.39, 2.15], [-0.53, 3.85, -7.08], [-7.04, -4.25, -0.65], [6.00, 3.47, 1.98], [-2.26, -3.37, 0.48], [-2.93, -4.66, -4.68], [1.64, -1.20, 6.51], [-8.79, -2.08, -1.08], [-0.47, 1.28, 0.79], [4.56, 4.22, -0.53], [1.66, 4.06, -4.20], [-2.27, 6.71, -2.91], [3.99, 1.33, 5.18], [3.75, 1.88, -4.36], [-2.61, -2.05, -5.29], [3.46, 4.40, 1.40], [-5.96, 1.23, -2.42], [1.58, -0.20, -0.80], [-8.18, -3.60, 0.91], [-4.69, -5.67, -1.10], [-2.55, -3.22, 7.57], [-2.73, -5.27, 3.06], [-13.01, -2.06, 1.62], [1.90, 6.05, 6.17], [-1.36, -0.67, -2.91], [7.05, 5.74, 1.88], [-2.48, -7.04, -1.29], [-1.85, -3.23, -6.90], [-4.14, -5.71, -2.04], [0.70, -6.84, -2.69], [-0.94, -2.57, 5.94], [3.78, 4.33, -3.89], [-1.47, -5.81, -3.69], [-0.82, -5.61, -1.66], [9.03, 0.02, 0.38], [2.65, -3.07, -3.31], [-5.36, 2.21, -0.17], [0.63, 6.30, 5.11], [3.61, 4.01, -4.92], [1.54, 6.38, 2.31], [5.06, 2.57, -5.29], [4.93, 3.40, 6.57], [7.56, 0.62, 2.72], [-3.29, -3.83, 4.96], [2.57, 5.83, 4.09], [-3.12, 3.58, 0.24], [2.65, 7.57, 2.71], [-2.43, -7.01, -3.44], [-0.62, -6.62, 1.33], [-0.34, -5.64, -2.63], [-1.85, -7.92, -3.57], [1.81, 7.55, 5.19], [-1.19, 8.98, -2.99], [7.26, -0.47, 1.63], [3.62, 5.98, 1.72], [2.18, 4.83, 3.90], [1.76, -0.03, 4.26], [3.36, 2.13, -6.44], [-0.68, -5.85, -5.05], [-2.37, -2.34, 6.39], [-0.78, 1.43, -0.24], [8.53, -0.88, 0.74], [6.52, 1.99, 5.89], [-9.62, -1.45, 1.18], [-1.13, 2.24, -5.78], [6.33, 6.09, 0.36], [2.10, -5.90, -1.34], [2.05, -2.35, -4.97], [2.16, -4.01, 6.59], [1.38, 1.39, -2.25], [-3.21, -2.56, 1.77], [5.16, 6.05, 3.21], [7.00, -0.73, 4.96], [7.57, -2.20, 3.47], [7.89, 1.52, 2.21], [6.16, 0.16, 0.71], [-9.62, -2.77, -1.22], [0.86, 7.01, -2.21], [-7.22, -1.25, 0.72], [-9.04, -1.04, -1.31], [5.05, 6.31, 2.16], [6.71, 3.60, 0.39], [-2.79, -4.10, -1.58], [-3.14, 8.46, -5.31], [8.63, 0.93, 4.48], [1.31, -4.51, 1.58], [0.78, 1.51, -3.15], [-0.14, 3.42, -0.04], [0.06, -5.06, -5.18], [5.38, 2.61, 5.59], [8.52, -1.61, 5.32], [-8.41, -3.64, 1.97], [-2.19, 4.18, -3.95], [-3.37, -2.79, 5.27], [-1.86, -2.04, -6.37], [-5.08, 1.53, 1.10], [-4.07, -3.62, -2.65], [-6.28, 2.40, -3.21], [-2.05, -0.45, 7.55]],
  "lowdin_charge": [0.120, 0.138, -0.210, 0.047, -0.351, -0.126, 0.030, 0.074, -0.123, 0.127, -0.224, 0.087, -0.098, 0.105, 0.136, -0.287, 0.100, 0.179, 0.091, 0.122, 0.127, -0.284, 0.114, 0.107, 0.137, 0.103, 0.106, 0.093, 0.087, 0.092, 0.101, -0.158, 0.084, -0.207, 0.123, -0.339, 0.123, 0.118, -0.105, 0.118, -0.583, 0.061, -0.333, 0.085, -0.187, 0.109, 0.108, -0.094, 0.117, 0.131, 0.165, 0.084, -0.352, -0.281, -0.191, -0.379, 0.131, 0.107, 0.119, -0.306, 0.112, 0.112, 0.110, 0.063, -0.297, 0.100, -0.203, 0.097, 0.112, -0.065, -0.293, 0.104, 0.137, -0.603, 0.112, -0.609, 0.090, -0.337, 0.115, -0.282, -0.076, 0.144, 0.110, -0.076, 0.102, 0.118, -0.164, -0.077, 0.112, -0.139, 0.146, 0.089, 0.115, 0.119, -0.193, 0.096, -0.320, -0.310, 0.083, 0.096, 0.090, 0.097, 0.087, 0.088, -0.602, -0.182, 0.101, 0.157, 0.138, 0.726, -0.120, 0.090, 0.141, 0.135, 0.542, -0.063, 0.130, 0.113, 0.078, 0.092, 0.101, -0.011, -0.004, -0.192, 0.047, 0.527, 0.037, 0.116, -0.133, 0.076, -0.609, 0.086, 0.120, 0.109, -0.166, 0.057, -0.097, 0.079, -0.079, 0.124, -0.048, 0.098, 0.121, 0.547, -0.298, 0.112, -0.117, 0.094, -0.219, 0.062, 0.132, 0.084, 0.059, 0.098, 0.067, 0.067, -0.190, -0.282, 0.134, 0.112, -0.219, 0.133, -0.673, 0.096, 0.125, -0.069, 0.086, 0.121, 0.103, -0.116, 0.154, -0.293, 0.125, -0.247, 0.094, 0.101, 0.101, -0.629, 0.139, 0.201, -0.114, -0.350, 0.107, -0.297, 0.113, 0.135, 0.138, 0.107, 0.095, 0.056, 0.122, 0.066, 0.056, 0.108, 0.117, 0.118, -0.320, 0.779, 0.104, 0.121, -0.012, 0.553, 0.125, -0.088, 0.088, -0.146, 0.112, 0.088, 0.080, 0.079, 0.114, 0.105, 0.179, -0.154, -0.214, 0.172, 0.117, -0.209, 0.107, 0.106, -0.656, 0.639, 0.076, -0.167, 0.142, 0.123, 0.132, -0.078, 0.070, -0.231, 0.127, 0.137, -0.097, -0.335, -0.069, 0.121, 0.080, -0.324, -0.190, -0.206, 0.068, -0.341, -0.175, 0.044, -0.401, -0.086, 0.078, 0.148, -0.092, 0.096, 0.112, 0.057, 0.685, 0.112, -0.179, 0.047, 0.111, 0.086, -0.155, 0.122, -0.143, 0.094, 0.677, -0.086, 0.103, -0.080, 0.115, 0.088, 0.127, 0.108, 0.540, 0.095, 0.112, 0.087, -0.591, 0.119, 0.131, 0.057, -0.003, -0.757, -0.337, 0.100, -0.264, 0.082],
  "total_energy_ev": -328666.0771,
  "orbital_gap_ev": 4.2118,
  "charge": 2
}